Entry 1:
Entry from the Open Molecules 2025 dataset: a structure of composition C19H18F3IrN8O5S at a distorted geometry (ωB97M-V with the def2-TZVPD basis set).

E_LUMO   -1.00 eV
ΔE to the lowest compared entry with this formula, charge and spin   22.9 kJ/mol
Orbital gap   7.38 eV

```
! RIJCOSX wB97M-V def2-TZVPD def2/J DEFGRID3
* xyz 0 1
Ir -0.15541 -0.09329 -0.22208
N 3.42015 -1.63696 1.69133
C 2.88089 -1.27375 0.51982
N 1.62111 -0.96261 0.73597
C 1.45756 -1.11614 2.07549
N 2.53039 -1.54042 2.70025
C 0.18262 -0.73667 2.67827
C -0.06030 -0.80329 4.04314
N -1.19564 -0.37551 4.57633
C -2.09278 0.12547 3.73392
C -1.87040 0.20228 2.36833
N -0.73700 -0.24385 1.83118
H 4.36244 -1.93357 1.88182
H 3.37738 -1.20876 -0.43551
H 0.69849 -1.19867 4.70663
H -3.01913 0.49379 4.15600
H -2.60277 0.61691 1.69152
N -3.54299 -6.03525 -2.14998
C -2.45715 -5.89639 -1.35411
O -1.87336 -6.84268 -0.86876
C -1.99123 -4.48752 -1.07157
C -2.53494 -3.33796 -1.61850
C -2.02230 -2.10108 -1.27496
N -1.00594 -1.94800 -0.41372
C -0.46641 -3.06887 0.09589
C -0.92654 -4.33317 -0.19853
H -3.84856 -6.96941 -2.36182
H -4.01707 -5.26291 -2.57635
H -3.34683 -3.35443 -2.33190
H -2.41979 -1.20700 -1.72054
H 0.36390 -2.94747 0.76984
H -0.46263 -5.20616 0.23711
C -1.88680 0.83295 -0.83467
H -1.82671 1.90490 -0.63313
H -2.79379 0.43768 -0.35823
H -1.98571 0.73608 -1.91929
O 0.58940 1.78443 -1.41777
S 1.35670 0.80315 -2.26844
O 1.53822 1.19075 -3.63436
O 0.35136 -0.38924 -2.16782
O 2.59199 0.41938 -1.58345
F 3.34172 6.40611 2.10998
C 2.51585 6.15723 1.07429
F 3.23873 6.31090 -0.04461
F 1.57435 7.11189 1.08177
C 1.93059 4.77451 1.17255
C 2.77238 3.67784 1.08997
C 2.21341 2.41802 1.20481
N 0.91194 2.21076 1.39336
C 0.11933 3.27308 1.46068
C 0.57501 4.57809 1.35837
H 3.83354 3.79641 0.91956
H 2.83393 1.53676 1.10118
H -0.94029 3.07598 1.58787
H -0.11126 5.41035 1.41173
*
```

---

Entry 2:
Entry from the Open Molecules 2025 dataset: a cluster of 2 separate species, C5H16NO in total at a distorted geometry (ωB97M-V with the def2-TZVPD basis set).

E_LUMO   -3.47 eV
ΔE to the lowest compared entry with this formula, charge and spin   181.3 kJ/mol
Orbital gap   11.43 eV

```
! RIJCOSX wB97M-V def2-TZVPD def2/J DEFGRID3
* xyz 1 1
C -2.22682 -1.27918 0.91596
C -0.96275 -0.58037 0.31584
C -0.86340 0.92389 0.63087
C 0.44764 1.65695 0.47076
C 1.62480 0.76335 0.94049
N -0.92783 -1.06591 -1.07799
H -2.25585 -2.32651 0.66745
H -2.16336 -1.14300 1.95574
H -3.10536 -0.78959 0.42688
H -0.15185 -1.03644 0.94342
H -1.03666 0.96798 1.67369
H -1.63729 1.46897 -0.08086
H 0.31230 2.62390 1.03137
H 0.54946 1.94706 -0.66127
H 2.60262 1.28830 1.02503
H 2.01837 -0.01865 0.27287
H 1.44995 0.41069 1.93144
H -1.97811 -1.19316 -1.45594
H -0.55946 -0.30467 -1.63735
H -0.35144 -1.91631 -1.17979
H 3.21529 0.26393 -3.03668
H 3.36969 -0.44412 -1.70388
O 2.63006 -0.21710 -2.36806
*
```

---

Entry 3:
Entry from the Open Molecules 2025 dataset: a cluster of 2 separate species, CI3NS2 in total at a distorted geometry (ωB97M-V with the def2-TZVPD basis set).

E_LUMO (alpha / beta)   -1.35 / -1.75 eV
Orbital gap (alpha / beta)   7.31 / 7.17 eV

```
! RIJCOSX wB97M-V def2-TZVPD def2/J DEFGRID3
* xyz 0 3
C -0.06845 0.48645 0.43764
N -0.14884 -1.39179 -0.81776
S -1.06634 1.45741 -0.43365
S 1.49712 0.65361 0.80588
I 0.27100 -2.97040 0.14672
I -3.17429 0.35180 -0.32322
I 2.63974 2.43340 -0.47025
*
```

---

Entry 4:
Entry from the Open Molecules 2025 dataset: the molecule C4H11NOS2 at a distorted geometry (ωB97M-V with the def2-TZVPD basis set).

E_LUMO   0.60 eV
SMILES string   CN[C@@H](CO)CSS
ΔE to the lowest compared entry with this formula, charge and spin   185.1 kJ/mol
Orbital gap   9.22 eV

```
! RIJCOSX wB97M-V def2-TZVPD def2/J DEFGRID3
* xyz 0 1
C 2.28291 -0.61283 2.21921
N 1.62458 -1.44464 1.25016
C 0.49629 -0.94410 0.41718
C -0.79425 -0.95640 1.24378
O -1.66871 -2.01671 0.76934
C 0.94878 0.38335 -0.12459
S 0.19363 1.01584 -1.62896
S -1.74571 1.40434 -1.26331
H 1.58109 -0.22747 2.98725
H 2.69815 0.31330 1.81347
H 3.07768 -1.15137 2.69565
H 1.45312 -2.39242 1.54224
H 0.44681 -1.71618 -0.34903
H -0.66398 -1.23429 2.28846
H -1.42504 -0.07324 1.17220
H -1.65425 -2.09491 -0.19343
H 1.05516 1.17365 0.62098
H 2.00844 0.27163 -0.37967
H -1.70525 2.59600 -0.64500
*
```

---

Entry 5:
Entry from the Open Molecules 2025 dataset: a cluster of 16 separate species, C4H41NO16 in total at a distorted geometry (ωB97M-V with the def2-TZVPD basis set).

E_LUMO   0.05 eV
ΔE to the lowest compared entry with this formula, charge and spin   192.0 kJ/mol
Orbital gap   8.40 eV

```
! RIJCOSX wB97M-V def2-TZVPD def2/J DEFGRID3
* xyz 0 1
C -1.28753 -0.02584 0.22234
N -0.08155 -0.48046 -0.46398
C 0.98136 -0.44354 0.56390
C 0.22398 0.25012 -1.73792
C 1.14317 1.45776 -1.58483
O 0.41868 2.68715 -1.75784
H -1.27101 1.07942 0.39437
H -2.21962 -0.03416 -0.34193
H -1.26340 -0.41891 1.23531
H 1.00488 0.54058 1.04553
H 1.93514 -0.60915 0.07389
H 0.60630 -1.17093 1.29362
H -0.65107 0.50192 -2.31871
H 0.78756 -0.52301 -2.26810
H 1.86727 1.50749 -2.39945
H 1.62789 1.51413 -0.61272
H 0.15255 3.08865 -0.91129
H 3.97198 -1.77865 1.15721
H 3.69644 -0.62004 2.15054
O 4.24836 -0.86846 1.40810
H 0.01922 2.97398 2.57173
H -1.31198 2.30661 2.45328
O -0.42986 2.13450 2.74168
H -2.38457 1.26158 2.81061
H -3.81285 1.12573 3.45099
O -2.90707 0.79878 3.46483
H -0.32335 5.26093 -0.15072
H -1.22929 4.27557 0.54851
O -0.29740 4.42216 0.31664
H 0.28209 -2.87431 0.04712
H -0.34176 -4.26583 -0.20521
O 0.32918 -3.65927 -0.52424
H 0.68472 -3.96169 -3.59894
H 0.69413 -3.23272 -2.07720
O 0.76830 -3.18379 -3.06214
H 0.30671 -2.04910 3.24735
H -0.49520 -3.37073 3.43141
O -0.03477 -2.83852 2.78046
H -4.06631 -0.06894 -2.80973
H -2.66465 -0.75349 -2.76971
O -3.18912 0.02716 -2.46220
H 3.27972 1.77855 1.55306
H 2.37530 2.50675 2.55291
O 2.56761 2.43134 1.60860
H 3.36699 -2.52492 -0.65635
H 2.60378 -3.53201 0.07826
O 3.49852 -3.22455 -0.02473
H 2.37422 -1.29625 -2.39398
H 2.65455 -2.59946 -2.95531
O 3.16420 -1.85743 -2.57018
H -1.93830 -2.94433 -3.18317
H -0.74212 -2.24438 -3.62682
O -1.70708 -2.07942 -3.58239
H -2.51369 2.96265 -0.03214
H -3.81778 3.07333 0.76196
O -2.86166 3.11922 0.87730
H 0.13729 0.23235 3.39409
H -0.96312 -0.29349 4.36689
O -0.10634 -0.48680 3.98742
H -2.77235 1.66625 -1.86644
H -1.56642 2.72206 -1.91392
O -2.52088 2.60789 -1.72761
*
```

---

Entry 6:
Entry from the Open Molecules 2025 dataset: a structure of composition C5H12N2O2 at a distorted geometry (ωB97M-V with the def2-TZVPD basis set).

E_LUMO (alpha / beta)   -0.76 / -0.76 eV
ΔE to the lowest compared entry with this formula, charge and spin   433.1 kJ/mol
Orbital gap (alpha / beta)   7.72 / 7.72 eV

```
! RIJCOSX wB97M-V def2-TZVPD def2/J DEFGRID3
* xyz 0 1
C 2.05072 1.01828 0.12649
C -0.16601 -0.50893 -0.21850
N 2.62218 -0.09411 0.61913
O 0.02760 -0.12933 -1.59623
O 0.58213 -1.49415 0.19534
H -0.36036 -0.85602 -2.10455
H 1.99510 -0.98223 0.40117
H 2.90525 -0.04240 1.59081
H 1.89142 1.01408 -0.94438
H 2.33817 1.96142 0.57653
C -1.67095 -0.80269 0.00932
N -2.00640 -1.97417 -0.79959
C 0.12831 0.90757 0.61579
C -0.47924 2.05180 0.22390
H -2.99976 -2.16879 -0.77188
H -1.50705 -2.78297 -0.44657
H -1.83684 -0.93004 1.08724
H -2.25307 0.05104 -0.34280
H 0.16646 0.69859 1.68302
H -0.86056 2.78302 0.92751
H -0.56709 2.28004 -0.83175
*
```

---

Entry 7:
Entry from the Open Molecules 2025 dataset: a structure of composition C32H35N4O4PSm at a distorted geometry (ωB97M-V with the def2-TZVPD basis set).

E_LUMO (alpha / beta)   -3.71 / -3.68 eV
ΔE to the lowest compared entry with this formula, charge and spin   1.7 kJ/mol
Orbital gap (alpha / beta)   6.84 / 6.86 eV

```
! RIJCOSX wB97M-V def2-TZVPD def2/J DEFGRID3
* xyz 1 6
Sm -0.56301 -0.02235 -0.64884
O 1.62531 -3.53034 1.51951
C 0.85678 -2.72224 0.82247
O 0.68409 -1.55017 1.10070
C 0.14446 -3.36312 -0.32109
C 0.31807 -4.65875 -0.74025
C -0.44165 -5.09488 -1.82665
C -1.33037 -4.22574 -2.43454
C -1.42048 -2.93413 -1.94378
N -0.70431 -2.52379 -0.90467
C -2.27702 -1.86578 -2.59786
O -3.14922 -2.18014 -3.36087
O -1.92568 -0.65402 -2.21261
H 2.02604 -3.02855 2.24387
H 1.02748 -5.30635 -0.24077
H -0.33332 -6.10925 -2.19060
H -1.94759 -4.51153 -3.27824
N 9.80182 0.18719 1.12653
C 8.68130 0.24725 0.86918
C 7.26871 0.32286 0.54452
C 6.31934 -0.01238 1.50779
C 4.97082 0.06229 1.19957
C 4.56026 0.45843 -0.07017
C 5.51330 0.78857 -1.02854
C 6.86460 0.72937 -0.72153
C 3.10200 0.51426 -0.39808
C 2.33024 1.45176 0.30046
C 2.83480 2.45720 1.16020
C 1.75474 3.17392 1.63279
C 0.62145 2.57491 1.06155
N 0.93616 1.55744 0.25475
C 2.67611 -0.37655 -1.38953
C 3.48272 -1.31652 -2.07021
C 2.68967 -1.92215 -3.02799
C 1.41946 -1.34293 -2.89233
N 1.38679 -0.42527 -1.91837
H 6.64419 -0.32717 2.49066
H 4.22489 -0.18385 1.94960
H 5.19489 1.09601 -2.01978
H 7.60812 0.99180 -1.46310
H 3.87982 2.64078 1.37197
H 1.76417 4.02403 2.30101
H -0.40701 2.86017 1.20881
H 4.53265 -1.50332 -1.87744
H 2.97721 -2.67475 -3.75016
H 0.54282 -1.55171 -3.48806
C -2.73419 3.95373 -0.17221
C -3.35453 3.04098 0.90060
C -3.01545 3.56734 2.29784
P -2.97205 1.24355 0.50556
C -3.10559 0.19635 2.03217
C -2.72436 -1.24415 1.62892
C -2.13827 0.60686 3.15554
C -4.52175 0.84810 -0.49144
C -5.10625 -0.55993 -0.34285
C -4.37082 1.18890 -1.99513
H -2.88796 5.00024 0.10503
H -3.18471 3.80924 -1.15117
H -1.65661 3.79963 -0.26940
H -4.43742 3.10083 0.80807
H -1.96155 3.46901 2.56893
H -3.61551 3.08895 3.07013
H -3.25635 4.63398 2.32138
H -4.13389 0.22641 2.39229
H -1.63463 -1.33917 1.64128
H -3.09842 -1.54348 0.65179
H -3.10271 -1.96367 2.35722
H -1.12566 0.77299 2.77180
H -2.07260 -0.20781 3.88230
H -2.43893 1.49756 3.69371
H -5.24804 1.53256 -0.06048
H -4.46388 -1.32095 -0.79227
H -6.05166 -0.59434 -0.89460
H -5.32138 -0.83172 0.69369
H -3.50455 1.80046 -2.22569
H -5.25417 1.72766 -2.34812
H -4.27172 0.27938 -2.58476
*
```

---

Entry 8:
Entry from the Open Molecules 2025 dataset: the molecule C16H36INO3Si (ωB97M-V with the def2-TZVPD basis set).

E_LUMO   0.58 eV
SMILES string   COCCCCCCCCCC[Si@H](I)OCCNC[C@H](C)O
ΔE to the lowest compared entry with this formula, charge and spin   0.0 kJ/mol
Orbital gap   9.70 eV

```
! RIJCOSX wB97M-V def2-TZVPD def2/J DEFGRID3
* xyz 0 1
C 2.37943 -2.07089 2.81604
O 1.27705 -2.08707 1.94497
C 1.06712 -3.31092 1.27062
C 0.19022 -3.06047 0.06446
C -1.13070 -2.39097 0.41852
C -2.00933 -2.12468 -0.79970
C -3.35910 -1.46013 -0.44781
C -3.54294 -0.05134 -1.03084
C -4.69052 0.75692 -0.40543
C -4.41632 1.31690 0.99959
C -3.31068 2.39705 0.99269
C -2.04564 1.97987 1.74566
Si -0.55673 3.09572 1.61596
I -0.68328 4.52808 -0.37122
O 0.74905 2.10796 1.50711
C 2.07374 2.57534 1.25741
C 2.86955 1.45154 0.62109
N 2.77368 1.51980 -0.83590
C 3.32499 0.32722 -1.47710
C 3.49604 0.54489 -2.97927
C 3.36006 -0.73041 -3.78230
O 4.77854 1.09388 -3.27744
H 2.11473 -2.45759 3.80601
H 3.21169 -2.66592 2.42653
H 2.70696 -1.03704 2.92330
H 0.57828 -4.02726 1.94584
H 2.02792 -3.73758 0.96047
H 0.73520 -2.43413 -0.64858
H 0.00646 -4.01795 -0.43171
H -1.68126 -3.01811 1.12682
H -0.90593 -1.45303 0.92224
H -1.45755 -1.48438 -1.49438
H -2.18130 -3.07460 -1.30935
H -4.16330 -2.07405 -0.85689
H -3.47970 -1.45001 0.63524
H -2.60426 0.50954 -1.00074
H -3.76261 -0.17713 -2.09382
H -4.93538 1.59819 -1.05922
H -5.58059 0.12106 -0.38846
H -4.12368 0.49886 1.65894
H -5.33438 1.73748 1.40780
H -3.04656 2.60203 -0.04316
H -3.70049 3.32411 1.41588
H -2.26690 1.80594 2.80195
H -1.70585 1.02105 1.34995
H -0.42124 4.00132 2.77668
H 2.05675 3.42277 0.56670
H 2.53363 2.90661 2.19132
H 2.45941 0.50876 1.01402
H 3.91940 1.50112 0.91532
H 1.78424 1.57036 -1.06327
H 2.71276 -0.56639 -1.29139
H 4.30933 0.14289 -1.04172
H 2.73427 1.26711 -3.29767
H 4.19577 -1.39635 -3.56585
H 3.34982 -0.52200 -4.84962
H 2.43687 -1.24517 -3.51529
H 4.88323 1.89122 -2.74102
*
```